# 1
The following is a quantum chemistry calculation of a cluster of 2 separate species, C2H6BrO2P in total, from the Open Molecules 2025 dataset.

```
12
Properties=species:S:1:pos:R:3:forces:R:3:nbo_charge:R:1
H 2.41172 1.61667 0.57274 0.770 -0.786 0.104 0.2163
O -2.16360 -0.89315 -0.99686 0.358 -2.057 0.599 -0.8351
H 3.30529 0.68713 1.88657 -0.163 0.580 -0.308 0.2101
H 3.43504 0.11354 0.32815 1.240 -1.179 -2.115 0.2099
C 2.77329 0.61929 0.92032 -0.883 2.354 2.525 -0.8478
P -1.49153 -2.07858 0.02758 0.114 2.801 -0.612 1.5598
C -2.06850 0.46777 -1.09779 -1.333 -0.076 0.429 -0.0835
Br -1.28638 1.15118 0.58922 0.249 0.483 -0.448 -0.0664
H -1.47954 0.65543 -2.02211 -0.389 0.773 0.949 0.2136
H -3.14690 0.84630 -1.04530 1.782 -0.036 -0.582 0.2131
H 1.90613 0.07954 1.19171 -0.969 -0.977 -0.210 0.2108
O -2.19503 -3.26513 -0.35422 -0.776 -1.880 -0.331 -1.0007
```
Positions in Å, forces in eV/Å.

Properties
Kohn-Sham gap, eV: 10.09
HOMO, eV: -10.48
DFT total energy, eV: -85597.4075

***

# 2
The following is a quantum chemistry calculation of a structure of composition C15H21AsNSY, from the Open Molecules 2025 dataset.

```
40
Properties=species:S:1:pos:R:3:forces:R:3:nbo_charge:R:1
H -2.17527 -2.45623 2.22193 0.001 -0.007 0.004 0.2392
C -1.54093 2.01498 -0.28097 0.158 0.190 0.283 0.0802
H 2.59578 -2.03394 2.05536 0.019 -0.017 -0.015 0.2716
C 2.94207 3.40643 0.05868 -0.029 -0.025 0.022 -0.9211
H -0.17295 3.47835 2.33933 -0.006 -0.014 0.002 0.2190
H 4.00543 0.13080 -1.95488 -0.011 -0.005 0.015 0.2440
H 2.41654 2.90344 -2.98598 0.023 -0.001 0.040 0.2540
H -3.20520 4.94388 -0.29773 -0.003 -0.004 -0.007 0.2560
C 1.06310 -2.07373 -0.97443 -0.092 0.022 -0.014 -0.2139
C 2.08618 -1.94091 -0.03939 0.247 0.046 0.249 -0.2042
C -0.82642 3.36922 1.48248 0.048 -0.006 0.009 0.0692
C -1.69341 4.37001 1.12115 -0.027 0.032 -0.019 -0.2456
H 0.28908 -2.50562 2.79414 -0.009 -0.033 -0.004 0.2697
H -1.02240 -2.47248 -1.28646 0.010 0.013 -0.010 0.2690
N -0.74203 2.20799 0.79926 -0.204 0.355 0.182 -0.6933
H -1.73876 5.28461 1.69378 0.014 -0.007 0.013 0.2603
C -2.51018 4.17303 0.00838 0.024 -0.035 0.000 -0.0763
H -3.05644 2.80185 -1.56642 -0.005 0.011 0.001 0.2606
H 0.78780 2.86754 -2.27201 0.005 -0.007 0.001 0.2461
H 2.04848 4.00588 0.22778 0.012 0.001 0.011 0.2436
C -0.54897 -2.51242 0.80515 0.126 0.009 0.174 -0.0006
H 1.43422 1.42321 -3.06590 0.004 -0.018 0.032 0.2515
C 4.15428 0.95261 -1.25587 -0.087 0.003 0.027 -0.9208
H -2.67988 -2.49833 0.51976 -0.002 0.010 0.004 0.2505
H 3.10308 -1.74742 -0.35452 -0.012 -0.012 -0.036 0.2557
C -1.94256 -2.85637 1.23580 -0.005 -0.017 0.016 -0.6566
H 4.75812 1.71831 -1.74054 -0.034 0.021 0.000 0.2596
H 3.45258 3.23783 1.00534 -0.010 -0.007 -0.001 0.2486
H 4.68110 0.59317 -0.37349 -0.006 0.003 -0.001 0.2466
C -2.43441 2.98893 -0.70265 -0.021 -0.006 -0.041 -0.2496
C 1.69097 2.28730 -2.45656 0.005 0.005 0.028 -0.9111
H 1.26733 -1.96585 -2.03192 0.017 0.002 -0.001 0.2671
H 3.60977 3.94501 -0.61217 -0.011 -0.028 -0.027 0.2582
S -1.34962 0.45303 -1.06560 -0.073 -0.068 -0.189 -0.2674
Y 0.39478 0.20520 0.73657 -0.158 -0.566 -0.664 1.8468
C -0.23388 -2.35949 -0.55283 -0.018 0.036 0.006 -0.1949
As 2.43695 1.71717 -0.75617 0.152 0.081 -0.143 0.7972
C 1.80202 -2.09833 1.32057 0.091 0.024 0.041 -0.2885
C 0.49533 -2.36990 1.73767 -0.127 0.019 0.023 -0.2958
H -2.03837 -3.94282 1.29885 -0.003 -0.001 -0.008 0.2753
```
Positions in Å, forces in eV/Å.

Properties
Kohn-Sham gap, eV: 7.75
Net charge: +2
HOMO, eV: -14.99
DFT total energy, eV: -90090.4984

***

# 3
The following is a quantum chemistry calculation of a structure of composition C21H32Br33P, from the Open Molecules 2025 dataset.

```
87
Properties=species:S:1:pos:R:3:forces:R:3:mulliken_charge:R:1
Br -5.29666 -0.13388 -5.23384 0.157 -0.049 -0.035 -0.0227
Br 1.49835 3.13342 -6.98748 -0.043 0.034 -0.112 -0.0114
Br 0.15727 -0.84648 4.43135 -0.027 -0.044 -0.063 -0.0167
Br -0.80397 4.27265 -2.70546 -0.030 -0.108 -0.150 -0.0038
H -5.88881 -3.79860 5.02143 0.039 0.004 -0.002 0.3770
Br -7.48649 3.49713 0.70807 0.161 -0.029 0.098 -0.0104
H -6.76329 3.77836 3.05687 -0.029 -0.024 -0.022 0.3683
Br 5.80625 -4.89473 7.50697 -0.136 -0.059 -0.047 -0.0317
Br 7.78751 -6.89191 3.70278 0.042 0.115 0.044 -0.0345
H -1.90390 0.92142 2.60084 0.062 0.191 -0.227 0.3599
H 5.81390 1.42663 3.48422 -0.010 0.003 0.019 0.4115
Br -5.58127 -3.59086 2.57246 0.028 0.116 0.132 -0.0216
C -4.20246 3.13986 -8.94395 0.062 -0.079 -0.004 -0.2273
Br -3.29286 -1.43641 -7.35612 -0.047 0.075 0.163 -0.0369
C 5.83858 0.39785 3.81409 0.082 0.055 -0.012 -0.3769
C -3.06580 1.95350 -0.47431 0.540 -0.728 -0.260 -1.4581
Br -2.51797 3.20006 -5.17419 0.021 -0.095 0.199 0.0301
H 3.39237 0.04704 1.30362 0.046 0.187 -0.063 0.1551
H 4.35225 -6.63458 6.51915 -0.022 0.013 -0.005 0.3572
H -2.82616 -0.04710 -5.35814 -0.023 0.004 -0.006 -0.2945
H -1.28214 0.81684 -0.13906 0.423 0.286 0.215 -0.5838
H 5.53117 -3.97351 -1.28749 -0.025 0.007 -0.015 0.4080
C 4.84339 -3.31321 -0.77916 -0.057 -0.067 0.048 -0.3711
C 1.89684 0.90704 -0.00997 0.179 0.063 -0.112 0.3879
Br -4.68752 4.45715 1.92322 -0.065 -0.128 -0.002 -0.0233
C 8.63738 -5.17623 3.95224 -0.079 0.025 0.058 -0.3353
H 2.00932 -1.26523 -0.03426 0.018 0.211 0.092 0.0437
P -3.25017 -1.43695 -0.09472 0.617 -2.002 -0.089 -0.0116
Br -4.29532 5.05788 -9.15455 0.011 -0.133 0.009 -0.0408
C -0.01148 -2.68829 3.88351 0.023 -0.100 0.020 -0.1801
C -1.10717 2.80632 0.85130 0.391 -0.593 0.700 -1.6114
Br -3.84173 -2.40550 4.96279 -0.053 0.023 0.036 0.0192
H 0.81558 3.72529 0.91106 -0.214 -0.066 0.279 0.2955
C -2.45421 0.74769 1.66410 0.254 -0.904 0.080 0.3399
H 3.90009 1.54307 0.51023 -0.134 0.167 0.017 0.2133
H -3.96656 1.38103 -0.23873 -0.029 0.300 0.013 0.2997
C -0.90843 2.98204 -4.13569 -0.100 0.041 0.108 0.1156
Br 5.33914 -3.29806 1.08365 -0.276 -0.586 -0.453 0.0472
H 0.76619 -0.56839 -1.09053 0.100 -0.075 0.035 0.0952
H -3.25767 3.02285 -0.43870 -0.168 0.000 0.182 0.4580
H 0.79389 2.27807 1.87314 -0.275 -0.289 -0.149 0.2863
H -4.63355 2.90527 -7.98015 -0.007 -0.003 -0.020 0.2752
Br -6.90882 -1.57670 4.66996 0.126 -0.070 -0.054 -0.0293
C 1.04386 4.56984 -8.19851 -0.144 0.099 -0.104 -0.3991
H -2.99140 -1.25065 2.28764 0.018 -0.144 -0.236 -0.2319
Br 5.04644 -1.56503 -1.56673 0.172 -0.142 0.036 -0.0558
Br -0.72064 5.27820 -7.86955 0.477 0.277 0.137 -0.0019
H -1.40896 -1.16730 1.54021 -0.131 -0.117 -0.444 -0.0624
H 9.19373 -4.96139 3.05125 -0.002 -0.021 0.012 0.3494
Br -3.10572 -2.25140 -4.27323 -0.052 0.143 -0.054 -0.0429
Br 7.03870 0.30901 5.32295 -0.090 -0.033 -0.101 -0.0545
Br 3.06870 -4.02668 -1.04498 0.112 0.073 0.045 -0.0598
C -5.59892 -2.96495 4.39792 -0.034 -0.026 -0.114 -0.3929
H -2.82463 1.70238 -1.51635 -0.075 0.202 0.127 -0.0868
Br 2.64350 -5.25845 7.67215 0.143 -0.080 0.081 -0.0688
Br 7.33664 -3.77131 4.17272 0.377 -0.028 -0.038 0.0230
Br -5.25679 2.22253 -10.27348 0.098 0.103 0.102 -0.0391
H 2.46962 -0.52652 -1.57344 -0.190 -0.177 0.227 0.1008
Br 1.13849 -3.08389 2.38273 -0.035 0.024 0.141 0.0301
Br -0.71827 1.17002 -3.49353 -0.055 0.047 -0.185 -0.0023
Br -2.38009 2.51294 -8.91783 -0.343 -0.348 -0.249 0.0412
H -1.03109 -2.84121 3.55422 0.009 0.063 -0.030 0.1414
C -1.86768 1.52415 0.45582 -1.671 0.525 -0.220 2.5465
Br 1.25336 4.02428 -10.03727 -0.032 0.002 0.150 -0.0125
H -3.50087 1.02811 1.85676 0.679 0.135 -0.186 -0.9709
Br 6.47546 -0.66413 2.33232 0.051 0.665 0.468 -0.0264
H -2.83031 -0.62910 -1.18259 -0.409 0.344 0.502 -0.0665
H 2.72238 1.55432 1.89094 0.372 0.230 -0.174 0.3392
C 1.03557 1.93732 -0.25394 0.844 -1.096 1.153 0.0222
H -1.38847 3.65194 0.21859 0.163 -0.259 -0.175 0.4796
C 1.78479 -0.44083 -0.71438 0.427 0.975 -1.252 -0.6293
C -3.52901 -0.85214 -5.53106 0.029 -0.021 -0.025 0.3456
Br 9.90169 -5.20874 5.40965 -0.122 -0.011 -0.095 -0.0370
H -1.45066 3.07958 1.86007 -0.009 0.091 -0.173 0.3937
Br 4.03902 -0.09104 4.30488 0.131 -0.096 0.059 0.0226
H 0.81560 2.14598 -1.30176 -1.269 -0.453 0.432 0.2934
Br 0.29283 -3.88209 5.36853 -0.041 0.154 -0.239 -0.0006
C -2.43977 -0.80602 1.44800 -0.530 1.527 0.191 0.5015
Br 4.03920 -4.83517 4.84477 -0.165 -0.108 0.134 0.0693
C 4.23022 -5.56556 6.61904 0.041 0.130 -0.068 -0.2898
C -6.25936 3.37283 2.19156 -0.035 -0.029 0.029 -0.3928
H -4.64749 -1.22363 0.04401 0.392 0.771 0.007 0.0108
H 1.74920 5.36866 -8.02095 0.010 -0.034 0.019 0.4021
C 0.42882 2.68883 0.93014 1.067 1.768 -1.218 -0.8398
C 3.05378 1.04133 0.98089 -1.319 -1.092 0.674 -0.8674
Br -5.82994 1.53544 2.61156 -0.391 0.267 0.037 0.0124
H -0.07669 3.17364 -4.79623 -0.004 0.010 -0.027 -0.1038
```
Positions in Å, forces in eV/Å.

Properties
Kohn-Sham gap, eV: 7.32
HOMO, eV: -7.60
DFT total energy, eV: -2342980.8637

***

Which formula does entry 2 have? C15H21AsNSY

***

What is the HOMO in the first record? -10.48 eV